The following is a DFT calculation (ωB97M-V/def2-TZVPD) of an isolated molecule of C3H5NO2.

CARTESIAN COORDINATES (ANGSTROEM)
N 1.40993 0.40830 0.54965
C 0.45851 0.07995 -0.31620
O 0.82396 -0.72797 -1.30729
C -0.89741 0.53563 -0.30453
C -1.61752 -0.60604 0.39552
O -1.41928 0.76860 0.95320
H 1.17775 1.05664 1.28828
H 2.22462 -0.18143 0.65015
H -1.30680 1.01519 -1.19508
H -0.00996 -1.11746 -1.62716
H -0.84381 -1.23139 0.91346

Output
F_max, eV Å⁻¹: 0.318
E_tot, Eh: -322.394098
Kohn-Sham gap, eV: 7.66
Relative energy (zero: lowest compared OMol25 entry of this formula, charge and spin), kcal per mole: 113.1
HOMO, eV: -7.183

Mulliken population analysis, charges in e, atoms 1 to 8: atom 1 (N): -0.3850, atom 2 (C): 0.4121, atom 3 (O): -0.4927, atom 4 (C): -0.1738, atom 5 (C): -0.3408, atom 6 (O): -0.3619, atom 7 (H): 0.2408, atom 8 (H): 0.2442